Record 1
{
  "formula": "C32H57GaO5Si4",
  "method": "wB97M-V/def2-TZVPD",
  "spin_multiplicity": 1,
  "total_charge": -2,
  "homo_energy_ev": [-0.075, 0.493],
  "orbital_gap_ev": [3.781, 3.213],
  "species": ["C", "C", "C", "C", "H", "H", "C", "H", "H", "C", "H", "H", "C", "C", "C", "O", "O", "O", "O", "C", "H", "H", "H", "C", "H", "H", "H", "O", "H", "H", "C", "C", "H", "H", "H", "H", "H", "H", "Ga", "C", "C", "C", "H", "C", "C", "H", "H", "H", "H", "C", "C", "C", "H", "C", "C", "H", "H", "H", "H", "C", "Si", "C", "C", "Si", "Si", "C", "C", "C", "Si", "C", "C", "C", "H", "H", "H", "H", "H", "H", "H", "H", "H", "H", "H", "H", "H", "H", "H", "H", "H", "H", "H", "H", "H", "H", "H", "H", "H", "H", "H"],
  "xyz": [[-3.2805, 1.8751, -4.5538], [-1.7208, 1.8803, -4.5332], [-3.7483, 0.7705, -3.5801], [-2.5681, -0.2038, -3.5206], [-4.6652, 0.3025, -3.9491], [-3.9321, 1.2111, -2.5894], [-1.3069, 0.7679, -3.5538], [-1.3536, 2.8799, -4.2704], [-1.3691, 1.6303, -5.5456], [-1.0039, 1.3163, -2.1564], [-0.4225, 0.2328, -3.9340], [-2.5392, -0.7486, -4.4777], [-2.6224, -1.1973, -2.4363], [-3.9234, 3.1732, -4.1102], [-3.8149, 1.5816, -5.9657], [-4.3470, 0.5140, -6.2199], [-3.3580, 4.0475, -3.4737], [-5.2144, 3.2568, -4.4743], [-3.7043, 2.5101, -6.9349], [-3.0322, 3.7882, -6.8487], [-2.1346, 3.7865, -6.2094], [-3.7468, 4.5472, -6.5031], [-2.7475, 4.0151, -7.8825], [-5.8427, 4.4162, -3.9252], [-5.8117, 4.3897, -2.8277], [-6.8686, 4.3729, -4.2778], [-5.3503, 5.3302, -4.2816], [-0.5270, 0.2485, -1.3578], [-1.9255, 1.7709, -1.7456], [-0.2682, 2.1374, -2.2218], [-2.0516, -2.5165, -2.6929], [-3.2616, -0.9000, -1.1565], [-4.3443, -0.7163, -1.2465], [-2.8344, -0.0179, -0.6495], [-3.1336, -1.7436, -0.4672], [-1.5594, -2.9246, -1.7994], [-1.3251, -2.4949, -3.5159], [-2.8433, -3.2327, -2.9751], [0.4173, -0.1045, 0.2434], [3.2315, -0.4129, -0.3559], [2.5018, -0.6104, -1.5720], [2.3657, 0.6656, -2.1992], [2.1436, -1.5642, -1.9547], [2.9701, 1.6430, -1.3520], [3.4940, 0.9867, -0.2171], [4.0144, 1.4544, 0.6197], [3.6200, -1.2001, 0.2829], [1.9610, 0.8397, -3.1921], [3.0499, 2.7098, -1.5679], [-0.2454, 1.4184, 1.9522], [1.0656, 2.0285, 2.1215], [1.1892, 3.0463, 1.1670], [1.7739, 1.7743, 2.9121], [-0.0497, 3.1778, 0.4794], [-0.9522, 2.2269, 0.9877], [-2.0210, 2.1386, 0.7654], [-0.7025, 0.7139, 2.6501], [2.0709, 3.6718, 1.0099], [-0.2762, 3.9345, -0.2799], [0.3366, 0.7683, 5.2986], [0.5219, -1.0292, 4.7128], [1.4222, -1.9372, 6.1081], [-1.1940, -1.7735, 4.4158], [1.7720, -1.3012, 2.7084], [4.0441, -0.9767, 3.3370], [4.5212, -2.4157, 4.4743], [5.4288, -0.9868, 2.0359], [4.1557, 0.7050, 4.1958], [1.4192, -3.4531, 1.8898], [1.5941, -4.5814, 3.3891], [-0.3163, -3.5889, 1.1333], [2.6975, -3.9149, 0.5802], [-0.1151, 0.7618, 6.3025], [-0.3036, 1.3702, 4.6428], [1.3056, 1.2752, 5.3767], [0.7809, -1.9221, 7.0028], [1.6427, -2.9832, 5.8670], [2.3681, -1.4395, 6.3573], [-1.1560, -2.8344, 4.1376], [-1.7473, -1.2375, 3.6336], [-1.7834, -1.6935, 5.3411], [4.5281, -3.3631, 3.9178], [5.5479, -2.2294, 4.8264], [3.8670, -2.5267, 5.3450], [5.3764, -0.1516, 1.3298], [6.4017, -0.9350, 2.5491], [5.4318, -1.9075, 1.4433], [3.9769, 1.5315, 3.4954], [3.4509, 0.8163, 5.0274], [5.1724, 0.8367, 4.5960], [0.8255, -4.3869, 4.1476], [1.4769, -5.6175, 3.0421], [2.5794, -4.4855, 3.8631], [-0.4424, -2.9384, 0.2539], [-0.4876, -4.6241, 0.8046], [-1.1023, -3.3311, 1.8539], [2.5770, -3.3415, -0.3472], [3.7240, -3.7721, 0.9402], [2.5827, -4.9805, 0.3342]]
}



Record 2
{
  "formula": "C32H57N2O10P",
  "method": "wB97M-V/def2-TZVPD",
  "spin_multiplicity": 1,
  "smiles": "COC[C@@](Cc1cccc(C)c1)(CP(=O)(O)O)OCCOc1ccccc1.COCCNCCOC.COCCNCCOC",
  "de_lowest_kcal_mol": 0.0,
  "homo_energy_ev": -8.505,
  "orbital_gap_ev": 8.893,
  "species": ["C", "O", "C", "C", "C", "C", "C", "C", "C", "C", "C", "C", "C", "P", "O", "O", "O", "O", "C", "C", "O", "C", "C", "C", "C", "C", "C", "H", "H", "H", "H", "H", "H", "H", "H", "H", "H", "H", "H", "H", "H", "H", "H", "H", "H", "H", "H", "H", "H", "H", "H", "H", "H", "H", "C", "O", "C", "C", "N", "C", "C", "O", "C", "H", "H", "H", "H", "H", "H", "H", "H", "H", "H", "H", "H", "H", "H", "H", "C", "O", "C", "C", "N", "C", "C", "O", "C", "H", "H", "H", "H", "H", "H", "H", "H", "H", "H", "H", "H", "H", "H", "H"],
  "xyz": [[1.8680, 3.0822, 0.2008], [0.7841, 2.7831, -0.6511], [0.9535, 1.7412, -1.5890], [0.2980, 0.3876, -1.1907], [-0.7711, 0.6226, -0.1003], [-1.6555, -0.5620, 0.1961], [-2.9710, -0.5704, -0.2767], [-3.8076, -1.6575, -0.0511], [-3.3243, -2.7579, 0.6478], [-2.0190, -2.7763, 1.1401], [-1.4882, -3.9675, 1.8849], [-1.1959, -1.6687, 0.9104], [-0.3810, -0.1986, -2.4352], [0.7538, -0.7627, -3.7234], [1.9929, -0.0060, -3.9097], [1.0123, -2.3141, -3.4616], [-0.1617, -0.7386, -5.0466], [1.2598, -0.5971, -0.7652], [2.1938, -0.1278, 0.1827], [3.0172, -1.2203, 0.8784], [2.3425, -2.4245, 1.1779], [2.6879, -3.5484, 0.4796], [3.2130, -3.5132, -0.8082], [3.5406, -4.7110, -1.4412], [3.3474, -5.9322, -0.8046], [2.8239, -5.9500, 0.4868], [2.5008, -4.7644, 1.1379], [1.6673, 2.7284, 1.2140], [2.0090, 4.1615, 0.2379], [2.7985, 2.6320, -0.1419], [0.4888, 2.0836, -2.5126], [2.0057, 1.5759, -1.8175], [-0.2914, 0.9862, 0.8071], [-1.3993, 1.4447, -0.4456], [-3.3398, 0.2805, -0.8385], [-4.8152, -1.6531, -0.4364], [-3.9700, -3.6090, 0.8208], [-1.0274, -3.6645, 2.8237], [-0.7171, -4.4630, 1.2956], [-2.2728, -4.6930, 2.0848], [-0.1826, -1.6848, 1.2840], [-1.0301, -1.0269, -2.1445], [-1.0314, 0.5593, -2.8735], [0.3758, -2.7179, -2.8613], [-1.1011, -0.7975, -4.8449], [2.9157, 0.5281, -0.3109], [1.6926, 0.4728, 0.9447], [3.3071, -0.8060, 1.8454], [3.9354, -1.4341, 0.3316], [3.3358, -2.5752, -1.3261], [3.9306, -4.6775, -2.4483], [3.6020, -6.8571, -1.3005], [2.6750, -6.8884, 1.0026], [2.1153, -4.7643, 2.1469], [-7.9362, 4.5354, -2.9187], [-8.6634, 3.9097, -1.8835], [-9.8499, 3.2475, -2.2985], [-9.7247, 1.7489, -2.1464], [-8.7631, 1.2006, -3.0899], [-8.4432, -0.2082, -2.9001], [-7.7933, -0.6375, -1.5908], [-6.4663, -0.1739, -1.4156], [-6.3551, 1.1396, -0.8953], [-7.1633, 5.1397, -2.4475], [-7.4561, 3.8153, -3.5915], [-8.5778, 5.1898, -3.5166], [-10.0849, 3.5075, -3.3349], [-10.6665, 3.5991, -1.6625], [-10.7025, 1.2968, -2.3398], [-9.4696, 1.5435, -1.0971], [-7.9118, 1.7457, -3.0509], [-7.7774, -0.5093, -3.7123], [-9.3672, -0.7840, -3.0191], [-7.7258, -1.7285, -1.6062], [-8.3990, -0.3672, -0.7175], [-7.1886, 1.3766, -0.2295], [-6.3083, 1.8961, -1.6841], [-5.4303, 1.1898, -0.3208], [7.9493, -0.5012, 5.0461], [8.3375, 0.8212, 4.7403], [9.0256, 0.9742, 3.5066], [8.1954, 1.7460, 2.5068], [7.0357, 0.9785, 2.0809], [6.0828, 1.7051, 1.2538], [5.3778, 2.9191, 1.8464], [4.4578, 2.6137, 2.8748], [5.0060, 2.4645, 4.1708], [7.5965, -0.5015, 6.0757], [7.1419, -0.8640, 4.3993], [8.7931, -1.1928, 4.9636], [9.2972, -0.0050, 3.1015], [9.9451, 1.5309, 3.7052], [8.8155, 1.9598, 1.6307], [7.9330, 2.7092, 2.9672], [6.5617, 0.6132, 2.8966], [5.3088, 0.9964, 0.9453], [6.5975, 2.0254, 0.3416], [4.7848, 3.3646, 1.0432], [6.0829, 3.6885, 2.1841], [5.8678, 3.1209, 4.3186], [5.3099, 1.4345, 4.3793], [4.2299, 2.7378, 4.8852]]
}



Record 3
{
  "formula": "C32H57N4OP2PbS",
  "method": "wB97M-V/def2-TZVPD",
  "spin_multiplicity": 1,
  "de_lowest_kcal_mol": 125.0,
  "total_charge": 1,
  "homo_energy_ev": -8.055,
  "orbital_gap_ev": 5.181,
  "species": ["C", "C", "C", "C", "C", "H", "H", "H", "N", "P", "P", "C", "H", "H", "C", "O", "C", "H", "C", "C", "C", "C", "C", "H", "H", "H", "C", "H", "H", "H", "C", "H", "H", "H", "C", "H", "H", "H", "C", "H", "H", "H", "C", "H", "H", "H", "C", "H", "H", "H", "C", "H", "H", "H", "C", "H", "H", "H", "C", "H", "H", "H", "C", "H", "H", "H", "C", "H", "H", "H", "Pb", "N", "C", "C", "C", "C", "C", "H", "H", "H", "H", "H", "H", "H", "H", "H", "S", "C", "N", "C", "C", "N", "H", "H", "H", "H", "H", "H"],
  "xyz": [[-1.1107, -2.2608, -1.8960], [1.0649, -1.4697, -1.7136], [-0.6672, -3.4482, -2.4575], [1.5687, -2.6942, -2.2149], [0.6911, -3.7012, -2.5898], [-1.4190, -4.1969, -2.7318], [2.6557, -2.7597, -2.5364], [1.0891, -4.5916, -3.0492], [-0.2627, -1.3315, -1.4263], [-3.1297, -1.1611, -0.2672], [2.9097, 0.7748, -0.7379], [-2.6414, -2.0841, -1.7758], [-3.0163, -1.6012, -2.7153], [-3.1309, -3.0904, -1.7750], [-0.9992, 2.7167, 1.9637], [-0.5024, 3.7039, 2.3016], [2.0091, -0.2989, -1.9574], [2.8256, -0.7402, -2.5815], [4.1894, 1.4966, -1.9885], [3.7052, 0.4572, 1.1019], [-4.3224, 0.2330, -0.7670], [-3.7661, -2.5219, 0.8763], [3.8419, 2.9980, -2.0549], [3.9075, 3.4926, -1.0702], [4.5268, 3.5130, -2.7623], [2.8038, 3.1060, -2.4163], [5.6339, 1.2128, -1.5549], [5.8949, 1.6703, -0.5912], [5.8027, 0.1237, -1.5111], [6.3170, 1.6241, -2.3231], [4.0643, 0.9352, -3.4268], [4.4723, 1.6718, -4.1486], [4.5809, -0.0282, -3.5981], [3.0036, 0.7736, -3.6391], [4.2614, 1.8000, 1.6243], [3.4653, 2.5513, 1.7075], [4.6830, 1.6458, 2.6369], [5.0711, 2.2331, 1.0082], [2.6065, -0.0193, 2.0649], [1.7847, 0.7078, 2.1731], [2.1780, -0.9896, 1.7752], [3.0355, -0.1576, 3.0758], [4.7619, -0.6317, 1.0122], [5.6055, -0.3701, 0.3584], [5.1748, -0.7986, 2.0165], [4.3208, -1.5685, 0.6656], [-4.0486, -1.9230, 2.2675], [-4.5242, -2.6978, 2.8913], [-3.1126, -1.6198, 2.7610], [-4.7238, -1.0558, 2.2382], [-2.6839, -3.6037, 1.0269], [-2.3722, -4.0263, 0.0650], [-1.8037, -3.2151, 1.5571], [-3.0991, -4.4275, 1.6286], [-5.0253, -3.1544, 0.2602], [-5.2444, -4.0919, 0.7907], [-5.9019, -2.5057, 0.3639], [-4.8945, -3.4034, -0.8000], [-4.2170, 0.4910, -2.2782], [-4.5362, -0.3851, -2.8606], [-4.8987, 1.3209, -2.5309], [-3.1971, 0.7827, -2.5793], [-3.9420, 1.5312, -0.0074], [-2.9404, 1.9097, -0.2929], [-4.6719, 2.3143, -0.2777], [-3.9744, 1.4032, 1.0873], [-5.7717, -0.1382, -0.4319], [-6.1041, -1.0049, -1.0179], [-5.9199, -0.3278, 0.6426], [-6.4120, 0.7151, -0.7099], [-0.8868, 0.3884, 0.3709], [0.4054, 1.6163, -1.3262], [0.9477, 1.2330, -2.4027], [0.5929, 1.8128, -3.8347], [1.5182, 1.6085, -5.0467], [-0.7651, 1.1320, -4.0801], [0.5341, 3.3179, -3.5180], [2.4925, 2.1333, -4.9573], [1.6073, 0.5351, -5.3290], [1.0306, 2.1119, -5.9024], [-1.4502, 1.4300, -3.2630], [-1.2216, 1.5198, -4.9879], [-0.6447, 0.0274, -4.1698], [0.0448, 3.8498, -4.3380], [-0.0995, 3.4541, -2.6223], [1.5394, 3.7709, -3.4334], [-0.4291, -1.3445, 2.7638], [-0.7056, -0.3215, 4.0981], [-0.2034, -0.5103, 5.3368], [-0.5120, 0.5617, 6.2599], [-1.3430, 1.5146, 5.4049], [-1.4460, 0.8115, 4.1373], [0.4400, -1.2612, 5.5288], [0.4049, 1.0252, 6.6330], [-1.0836, 0.1911, 7.1150], [-0.8480, 2.4886, 5.2747], [-2.3372, 1.6925, 5.8319], [-1.7218, 1.3243, 3.2794]]
}